# 1
19
Properties=species:S:1:pos:R:3:nbo_charge:R:1 method="wB97M-V/def2-TZVPD" smiles=NCCNCCS relative_energy_ev=0.4671 homo_lumo_gap_ev=9.514 total_charge=0
H 1.223 -0.608 1.464 0.196
H 2.370 -1.781 -0.618 0.141
C 2.514 0.455 0.113 -0.523
H 2.453 1.200 -0.684 0.204
N -2.480 0.831 -0.872 -0.840
H -1.466 -1.381 -0.949 0.210
C -2.049 0.123 0.336 -0.240
N 0.293 -0.509 -0.372 -0.638
H -1.701 1.366 -1.242 0.345
C 1.138 0.094 0.631 -0.223
H 3.089 0.899 0.920 0.226
H -2.858 -0.403 0.841 0.193
H -3.193 1.503 -0.607 0.359
H 0.662 1.011 1.032 0.166
H -0.995 -1.773 0.717 0.194
H -1.623 0.858 1.033 0.161
C -1.025 -0.987 -0.031 -0.224
H 0.241 0.078 -1.186 0.351
S 3.407 -0.976 -0.526 -0.059

---

# 2
13
Properties=species:S:1:pos:R:3:nbo_charge:R:1 method="wB97M-V/def2-TZVPD" smiles="O=[P@@H]1C=CCC1" relative_energy_ev=0.6432 homo_lumo_gap_ev=10.603 total_charge=0
C -0.817 1.449 -0.099 -0.661
H 1.243 2.034 -0.357 0.222
C -0.406 -1.090 -0.397 -0.774
H -1.578 -0.450 1.763 -0.122
P -1.723 0.001 0.208 1.735
C 0.497 1.223 -0.250 -0.078
O -3.124 -0.128 -0.253 -1.065
H 1.622 -0.604 -0.712 0.222
H -0.216 -1.927 0.335 0.244
H -0.487 -1.471 -1.341 0.241
H 1.143 -0.255 0.990 0.220
C 0.876 -0.247 -0.123 -0.436
H -1.233 2.451 -0.174 0.251

---

# 3
74
Properties=species:S:1:pos:R:3:nbo_charge:R:1 method="wB97M-V/def2-TZVPD" smiles="O=C(COC(=O)/C=C/C(=O)OCC(=O)N[C@]12C[C@H]3C[C@H](C[C@H](C3)C1)C2)N[C@]12C[C@H]3C[C@H](C[C@H](C3)C1)C2" relative_energy_ev=0.0554 homo_lumo_gap_ev=8.734 total_charge=0
H -7.155 2.705 1.593 0.206
C -5.825 2.516 -0.792 -0.400
C 4.231 -2.001 1.384 0.654
H 4.783 3.543 -1.525 0.206
C 6.797 1.700 -1.357 -0.403
O -4.515 -1.478 -2.439 -0.620
C 5.390 1.510 -1.922 -0.205
C -3.632 -3.427 -1.336 -0.163
H -6.177 3.529 -0.586 0.204
H 3.439 2.412 -1.702 0.204
H -5.809 2.378 -1.875 0.210
C -4.418 2.329 -0.226 -0.220
C -0.446 -3.373 0.496 -0.229
H 5.409 1.650 -3.009 0.212
C -6.795 1.701 1.360 -0.403
C 5.823 2.516 0.792 -0.400
H -5.563 -0.637 2.065 0.209
O 4.511 -1.477 2.439 -0.620
O 2.706 -3.306 -1.194 -0.602
H 3.684 -3.861 2.336 0.222
C 4.871 -0.106 -0.092 0.147
H -3.901 0.761 -1.623 0.234
O 2.245 -3.407 1.001 -0.486
C -4.870 -0.105 0.092 0.147
H -3.437 2.414 1.697 0.204
H 2.914 0.772 0.150 0.203
H 3.898 0.761 1.621 0.234
H -0.139 -3.370 1.532 0.243
H -4.182 -4.039 -0.614 0.206
C 6.767 1.497 0.157 -0.220
H 6.257 -0.075 1.554 0.237
H -3.894 -0.049 2.016 0.208
H 5.805 2.379 1.875 0.210
C 1.907 -3.358 -0.284 0.760
H 3.738 3.058 0.677 0.212
H -3.686 -3.861 -2.335 0.222
C 3.924 0.918 0.542 -0.418
H 5.567 -0.639 -2.063 0.209
H 7.775 1.629 0.564 0.213
N -4.394 -1.464 -0.169 -0.635
C -1.909 -3.359 0.284 0.768
H -6.259 -0.076 -1.551 0.237
C 4.900 0.097 -1.607 -0.411
H 6.952 -0.657 0.036 0.204
C 3.630 -3.426 1.337 -0.163
H -3.740 3.059 -0.682 0.212
H 7.158 2.704 -1.591 0.206
H -7.479 0.985 1.820 0.204
C 4.445 2.531 -1.291 -0.403
C -5.387 1.512 1.922 -0.205
H 4.101 -2.004 -0.637 0.430
H 6.175 3.529 0.586 0.204
C 4.417 2.329 0.223 -0.220
N 4.395 -1.464 0.169 -0.635
C 0.445 -3.373 -0.496 -0.227
H -5.403 1.653 3.008 0.212
C 6.280 0.084 0.475 -0.418
C -6.767 1.497 -0.154 -0.220
C -4.443 2.533 1.289 -0.403
O -2.247 -3.408 -1.001 -0.488
H -6.952 -0.657 -0.032 0.204
H -7.776 1.628 -0.559 0.213
H -4.100 -2.002 0.637 0.430
H -4.781 3.545 1.522 0.206
H 0.138 -3.369 -1.532 0.243
H -2.914 0.774 -0.155 0.203
C -6.281 0.084 -0.473 -0.418
C -4.897 0.099 1.607 -0.411
H 3.899 -0.052 -2.018 0.208
H 4.180 -4.039 0.615 0.206
C -3.925 0.919 -0.545 -0.418
O -2.708 -3.306 1.195 -0.604
C -4.233 -2.001 -1.383 0.654
H 7.483 0.984 -1.816 0.204

---

# 4
14
Properties=species:S:1:pos:R:3:nbo_charge:R:1 method="wB97M-V/def2-TZVPD" relative_energy_ev=4.0059 homo_lumo_gap_ev="7.340 / 7.340" total_charge=0
C -0.767 -1.407 0.257 -0.536
C 0.834 0.919 -0.624 -0.372
S -0.277 -0.877 1.921 0.036
H 2.264 0.937 2.842 -0.025
H -0.252 0.570 -2.485 0.225
H -1.952 0.370 -0.239 0.236
P 2.031 1.807 1.825 0.440
H -1.893 -0.675 -1.503 0.224
C -0.171 0.356 -1.376 -0.081
C 0.970 0.983 0.824 -0.355
H -1.546 -2.076 0.460 0.233
H 1.889 1.254 -1.010 0.243
H 0.151 -1.784 -0.193 0.217
C -1.281 -0.378 -0.700 -0.484